1.
Computed, not measured: C16H21N3O2 in the gas phase, with ωB97M-V/def2-TZVPD.

Summary:
Kohn-Sham gap ... 8.63 eV
HOMO energy ... -8.0 eV
SMILES string ... C=CCc1cc(OC)ccc1OCCCCn1cncn1

```
42
Properties=species:S:1:pos:R:3:forces:R:3:nbo_charge:R:1
H 0.839968 1.640803 -0.872434 0.093 -0.068 -0.004 0.206
H -0.044584 -1.929664 0.322648 -0.067 0.013 0.020 0.214
N 3.593943 -2.675592 2.026973 0.683 0.114 0.383 -0.177
C -1.719964 5.633754 0.152047 0.120 0.136 0.056 -0.250
C -2.480296 1.147658 -1.370015 0.118 -0.039 -0.091 -0.025
H 0.604868 -1.818126 -2.051097 0.077 0.116 0.044 0.194
H 2.257876 -2.700128 -0.293958 0.089 -0.022 -0.003 0.216
C -0.221027 1.832355 -0.913469 0.051 -0.408 -0.138 -0.232
C 0.725450 -1.216809 0.021855 0.091 0.050 -0.298 -0.431
H 0.059496 3.826671 -0.232945 0.029 0.094 0.029 0.218
C -0.667896 3.095117 -0.547256 -0.197 0.360 0.103 -0.313
C 2.110241 -1.792240 0.293885 -0.267 0.074 0.171 -0.402
C -3.454287 0.069675 -1.764458 0.092 -0.010 0.071 -0.461
H -3.484957 -2.728933 0.307679 -0.058 -0.059 0.189 0.196
H 1.305668 -0.206098 -1.816855 -0.056 -0.056 -0.020 0.167
O -0.758932 -0.408507 -1.736831 -0.343 0.236 -0.102 -0.504
H -3.051640 -0.499964 -2.601976 -0.111 0.002 -0.045 0.228
C 0.530442 -0.898566 -1.463478 0.279 -0.178 0.346 -0.048
C -3.673991 -0.841573 -0.592917 -0.103 0.082 -0.108 -0.154
H -1.171117 5.371477 1.062935 -0.005 0.004 -0.041 0.173
C 5.142044 -4.070983 2.107707 -0.141 0.266 -0.001 0.129
O -2.575376 4.595335 -0.254064 -0.155 -0.269 -0.102 -0.494
H -2.366017 6.486264 0.355991 0.091 -0.027 0.001 0.200
C -3.322629 -2.112317 -0.560900 -0.029 -0.193 0.115 -0.400
C -1.107635 0.851074 -1.324575 -0.016 0.201 0.038 0.265
H -1.007876 5.900938 -0.635932 -0.012 -0.018 0.033 0.174
H -4.128299 -0.372890 0.270972 -0.055 -0.015 0.155 0.195
C 2.288416 -2.133624 1.776019 -0.371 0.139 -0.513 -0.203
H 2.876078 -1.071258 -0.003663 0.068 -0.034 -0.007 0.200
C -2.913379 2.403636 -1.003443 0.186 0.157 0.044 -0.232
H 4.786832 -1.002189 2.609503 -0.073 0.286 0.042 0.202
C -2.019713 3.393288 -0.590483 0.044 -0.083 -0.001 0.283
H -3.964006 2.648080 -1.029739 -0.164 0.009 -0.028 0.220
H 5.677018 -4.996305 2.056603 0.056 -0.265 -0.031 0.199
C 4.725818 -2.049084 2.393718 -0.128 -0.199 -0.028 0.169
N 3.862282 -3.972270 1.838592 -0.540 -0.644 -0.264 -0.290
N 5.718093 -2.904202 2.457033 0.538 0.285 0.158 -0.481
H -4.402608 0.525664 -2.056396 0.037 0.008 -0.070 0.219
H 0.577988 -0.305745 0.606145 -0.048 -0.008 0.048 0.208
H -2.859057 -2.589621 -1.408192 0.113 -0.046 -0.223 0.191
H 2.159536 -1.239749 2.391975 0.002 -0.109 -0.002 0.207
H 1.553229 -2.885348 2.072795 0.085 0.121 0.077 0.224
```
Positions in Å, forces in eV/Å.

2.
Computed, not measured: 2 unconnected molecules or ions with the total composition C14H16, with ωB97M-V/def2-TZVPD.

Summary:
Kohn-Sham gap ... 9.67 eV
HOMO energy ... -8.7 eV
SMILES string ... Cc1ccccc1.Cc1ccccc1

```
30
Properties=species:S:1:pos:R:3:forces:R:3:nbo_charge:R:1
H -3.458143 0.007430 -0.016042 0.107 -0.032 -1.044 0.215
C 3.016976 -1.101725 -2.447850 -0.347 -0.213 -1.731 -0.196
H -1.029347 0.764686 -1.680753 -0.191 0.263 0.231 0.211
C 0.159556 -0.036954 2.979538 0.157 -0.038 -0.587 -0.238
H 1.167576 -0.245147 3.240455 0.803 0.399 0.734 0.209
H -0.441237 -1.866023 3.852508 0.002 -0.433 0.306 0.211
C -2.236595 0.023990 1.710839 -1.690 0.776 -0.261 -0.012
H 3.532115 2.127082 -1.495549 0.048 0.366 -0.320 0.216
C -0.125800 1.063900 2.155179 0.003 -0.036 -0.658 -0.187
H -1.050020 -0.820029 -2.500630 0.056 0.254 -0.161 0.217
H 0.957509 1.979468 -1.562003 -1.436 2.086 0.719 0.200
H -2.793271 -1.705810 2.892721 0.000 0.201 -0.218 0.214
C 3.608097 0.136343 -2.379083 1.478 0.813 1.562 -0.234
H -4.041467 1.109053 1.182569 0.133 -0.006 0.078 0.215
C 2.965914 1.297012 -1.877948 -1.122 -1.490 -1.099 -0.188
H -1.469790 1.786680 0.705508 -0.648 0.970 -0.914 0.209
C -3.577622 0.130389 1.035554 -0.524 0.059 0.190 -0.629
C -1.320809 1.052461 1.434983 1.438 -1.431 2.172 -0.221
C 0.959650 -0.060641 -2.091943 -1.221 1.893 0.094 0.010
C -2.040358 -0.961964 2.647422 2.135 -0.272 0.749 -0.221
C -0.740216 -1.044662 3.239436 -1.602 0.765 -0.969 -0.193
H 3.607192 -1.923708 -2.833511 0.134 -0.178 0.442 0.210
C 1.632374 -1.229817 -2.342853 1.018 0.812 1.019 -0.232
C 1.571253 1.232688 -1.887577 1.905 -3.830 -0.391 -0.223
H 1.137494 -2.176850 -2.176775 -0.046 -0.118 -0.571 0.213
H 0.621240 1.873878 1.993839 -0.579 -0.837 0.130 0.215
H -4.322342 -0.612674 1.329523 0.291 -0.071 0.276 0.213
H -0.466307 -0.782416 -0.852953 -0.865 0.804 -0.315 0.228
H 4.698079 0.159941 -2.461620 -0.274 0.067 -0.107 0.206
C -0.521704 -0.176582 -1.792984 0.837 -1.543 0.643 -0.637
```
Positions in Å, forces in eV/Å.

3.
Computed, not measured: a molecular structure, C26H23BrN5O2Ru, with ωB97M-V/def2-TZVPD.

Summary:
Spin multiplicity ... 2
Kohn-Sham gap (spin up / spin down) ... 7.54 / 5.56 eV
HOMO energy (spin up / spin down) ... -13.4 / -13.4 eV
Net charge ... +2

```
58
Properties=species:S:1:pos:R:3:forces:R:3:nbo_charge:R:1
H -0.322357 -2.021255 4.877873 0.004 -0.003 -0.005 0.238
C 2.070701 1.920921 -0.923387 -0.003 -0.094 -0.002 -0.170
H 0.288156 0.151949 5.873494 0.000 -0.001 0.000 0.251
Ru -0.040372 -0.378360 0.006841 0.050 -0.048 0.154 0.695
H 2.759905 3.766833 -1.452521 -0.016 -0.004 0.019 0.236
C 0.707756 2.386439 -0.769159 0.050 0.071 0.037 0.064
C 3.067183 2.733910 -1.300115 0.033 0.027 -0.007 -0.087
C -4.532589 2.521657 0.459695 0.046 -0.013 0.014 -0.133
C 7.233744 2.165312 -1.818827 -0.005 0.005 0.002 -0.158
N -0.225899 1.634330 -0.317840 0.104 -0.369 0.030 -0.264
H -2.363113 1.205517 1.519255 0.064 -0.046 -0.006 0.195
C 0.491512 0.887332 2.600662 0.029 0.014 0.051 0.043
H 4.977918 4.460838 -0.786463 0.000 0.000 -0.002 0.221
H -0.789243 -5.129626 1.972438 0.003 0.007 0.004 0.238
C -0.135190 -1.322508 2.853145 0.009 -0.050 0.019 0.411
C -0.093309 -1.170855 4.249538 0.006 -0.001 0.003 -0.255
H 0.510963 3.423647 -1.030977 -0.028 -0.006 0.003 0.226
C 5.369650 3.524423 -1.165011 -0.005 0.004 -0.012 -0.184
N -1.515837 2.105307 -0.159996 -0.143 0.181 0.118 -0.464
H 8.300224 2.038477 -1.946923 0.000 -0.001 0.000 0.236
C -0.490294 -5.193580 -0.145688 0.003 0.005 -0.009 -0.107
H 7.408111 4.157034 -1.036215 0.001 -0.002 -0.001 0.237
C -4.466236 0.600428 -1.018849 0.063 -0.104 -0.035 0.417
C -5.825297 2.811041 -0.022047 -0.026 -0.005 -0.021 -0.079
N -0.467781 -2.577996 2.385829 -0.069 0.033 -0.029 -0.562
H 6.755349 0.234487 -2.622085 0.002 0.002 0.000 0.232
H -1.871120 2.637950 -0.943665 0.010 -0.127 -0.118 0.391
H 0.728291 1.678808 1.908261 -0.001 -0.007 -0.025 0.218
H -6.356000 3.665685 0.375244 0.001 -0.001 -0.002 0.242
H -4.094675 3.157803 1.219491 -0.002 0.006 -0.003 0.232
C 0.249503 0.034034 4.799311 0.002 0.019 -0.023 -0.110
H 0.860776 2.062705 4.327382 -0.003 -0.002 0.003 0.251
C 5.000908 1.299979 -2.025480 0.009 -0.015 0.018 -0.210
H 0.206710 -2.456202 -1.978452 0.008 0.003 0.004 0.210
N -0.111209 -2.462107 0.063589 0.109 0.182 -0.055 -0.469
C -2.433352 1.123463 0.431470 0.014 0.201 0.008 0.214
H 4.337198 0.515467 -2.361010 -0.007 -0.001 0.002 0.214
C -5.780701 0.921474 -1.499921 -0.033 0.031 0.028 -0.164
C -6.436268 2.010278 -1.001512 -0.003 0.023 0.017 -0.203
C -0.202522 -4.438018 -1.284778 0.001 0.000 0.021 -0.248
H -0.121918 -4.890990 -2.261261 0.000 0.006 -0.002 0.254
C 6.734538 3.355965 -1.307459 0.005 -0.004 0.000 -0.196
H -0.680155 -3.226552 3.126550 -0.012 -0.007 0.009 0.420
C 6.366175 1.146561 -2.190644 -0.002 -0.004 -0.002 -0.189
N 0.127662 -0.294866 2.039294 -0.022 -0.002 -0.276 -0.407
Br 2.379940 0.066952 -0.455495 0.014 0.124 -0.001 0.249
O -3.852576 -0.422060 -1.442045 -0.573 0.079 -0.483 -0.513
H -6.214741 0.266994 -2.243681 0.008 -0.003 0.001 0.255
C -0.020782 -3.091086 -1.129238 -0.005 -0.054 -0.015 0.051
C -3.841013 1.448866 -0.022359 -0.034 0.048 0.059 -0.102
C -0.375401 -3.184127 1.144074 0.010 -0.018 0.033 0.409
C 4.490222 2.487255 -1.493677 -0.010 0.010 -0.007 -0.057
O -2.092354 -0.214269 0.085068 0.033 0.273 0.388 -0.716
H -0.640078 -6.262128 -0.217554 -0.001 0.000 -0.001 0.250
H -7.429163 2.257944 -1.350251 0.000 0.004 0.002 0.254
H -2.795038 -0.452525 -0.712191 0.313 -0.355 0.086 0.494
C 0.563380 1.096575 3.948179 -0.002 -0.015 0.008 -0.246
C -0.575191 -4.568428 1.072693 0.002 -0.001 -0.005 -0.256
```
Positions in Å, forces in eV/Å.

4.
Computed, not measured: 3 unconnected molecules or ions with the total composition CNO4S, with ωB97M-V/def2-TZVPD.

Summary:
Kohn-Sham gap (spin up / spin down) ... 4.91 / 6.90 eV
HOMO energy (spin up / spin down) ... -3.4 / -3.9 eV
Net charge ... -1

```
7
Properties=species:S:1:pos:R:3:forces:R:3:nbo_charge:R:1
O -2.006424 -0.823880 -0.751132 -2.835 -5.541 -1.101 -0.511
N 1.373975 0.152425 -0.066969 2.837 -1.013 0.926 0.446
C -1.479696 0.147594 -0.653962 2.380 4.870 1.477 1.047
O 1.481206 -0.580386 -1.059001 -0.308 1.386 1.635 -0.416
S -0.705967 -0.567158 2.340527 0.234 0.029 -0.259 -0.632
O 2.328315 0.490621 0.675975 -2.310 -0.677 -2.067 -0.396
O -0.991409 1.180787 -0.485440 0.002 0.946 -0.611 -0.539
```
Positions in Å, forces in eV/Å.

no.,maximum force (Eh/bohr)
1,0.01713
2,0.08353
3,0.01465
4,0.12292